{"formula": "C40H69Br2F3N2O26", "method": "the ωB97M-V functional and the def2-TZVPD basis", "de_lowest_kcal_mol": 54.5, "charge": 0, "homo_energy_ev": -9.39, "lumo_ev": 0.05, "fmax_ev_per_a": 2.4, "gap_ev": 9.44, "elements": ["C", "C", "C", "C", "C", "C", "F", "Br", "C", "F", "F", "Br", "O", "C", "C", "O", "C", "C", "C", "O", "N", "C", "C", "C", "N", "C", "C", "O", "C", "C", "O", "H", "H", "H", "H", "H", "H", "H", "H", "H", "H", "H", "H", "H", "H", "H", "H", "H", "H", "H", "H", "H", "H", "H", "H", "H", "H", "H", "C", "O", "C", "O", "O", "C", "H", "H", "H", "H", "H", "H", "C", "O", "C", "O", "O", "C", "H", "H", "H", "H", "H", "H", "C", "O", "C", "O", "O", "C", "H", "H", "H", "H", "H", "H", "C", "O", "C", "O", "O", "C", "H", "H", "H", "H", "H", "H", "C", "O", "C", "O", "O", "C", "H", "H", "H", "H", "H", "H", "C", "O", "C", "O", "O", "C", "H", "H", "H", "H", "H", "H", "C", "O", "C", "O", "O", "C", "H", "H", "H", "H", "H", "H"], "coordinates": [[4.702541, -0.939569, 3.773265], [4.060342, -0.395434, 2.914459], [3.591609, 0.236124, 1.553352], [4.771085, 0.478781, 0.527226], [6.056270, -0.410412, 0.739811], [5.901730, -1.930867, 0.346870], [5.579727, -2.762855, 1.422350], [7.725651, -2.528171, -0.239869], [4.944767, -2.219855, -0.879575], [3.600308, -2.089918, -0.589665], [5.121972, -3.576095, -1.207598], [5.461035, -1.237730, -2.528282], [3.035339, 1.522192, 1.873877], [1.616254, 1.465682, 2.058516], [0.778872, 1.577481, 0.733616], [-0.606040, 1.448598, 1.125111], [-1.142653, 0.196804, 0.701924], [-2.742193, 0.382315, 0.718272], [-3.360480, 0.435617, -0.729008], [-4.337779, -0.212009, -1.053220], [-0.763402, -0.944616, 1.557239], [-1.243620, -2.243113, 0.951233], [-0.015595, -3.247093, 0.820646], [0.353477, -3.540737, -0.696467], [0.869048, 2.915851, 0.072305], [2.142484, 3.103592, -0.627466], [3.315891, 3.963639, 0.011337], [2.375051, 2.642479, -1.725351], [-0.251533, 2.967773, -0.903007], [-1.272608, 4.168675, -0.934635], [-0.458389, 2.074740, -1.696759], [5.316880, -1.404936, 4.572586], [2.796682, -0.458930, 1.150884], [4.332678, 0.411476, -0.503431], [5.094124, 1.555025, 0.661145], [6.849147, 0.010772, 0.050315], [6.499305, -0.342695, 1.771860], [1.328912, 0.556756, 2.659873], [1.340101, 2.364816, 2.692421], [1.100391, 0.778499, 0.006948], [-0.841418, -0.090695, -0.353095], [-2.956332, 1.341672, 1.288073], [-3.266062, -0.431789, 1.284290], [-2.854444, 1.062922, -1.524161], [-1.264362, -0.862195, 2.449507], [-2.046689, -2.662439, 1.632255], [-1.764681, -2.070129, -0.041337], [0.891799, -2.794503, 1.313796], [-0.303781, -4.193301, 1.356524], [-0.092054, -2.774134, -1.401999], [-0.055152, -4.539170, -1.005102], [1.471299, -3.550973, -0.798419], [4.265881, 3.387419, -0.177982], [3.395277, 4.982231, -0.447610], [3.186196, 3.976333, 1.130217], [-1.757422, 4.158737, -1.956988], [-2.096693, 3.966692, -0.198826], [-0.787952, 5.173312, -0.828484], [-3.168914, 4.029246, 6.113276], [-3.693397, 3.479107, 4.905271], [-5.004350, 3.687633, 4.730105], [-5.737108, 4.278149, 5.483044], [-5.360684, 3.123670, 3.568561], [-6.744147, 3.266752, 3.245919], [-2.104907, 3.800314, 6.148602], [-3.290103, 5.113265, 6.127292], [-3.648748, 3.576981, 6.982291], [-7.010664, 4.319577, 3.143861], [-7.367397, 2.783571, 3.999543], [-6.914980, 2.773264, 2.290083], [3.016099, -4.082278, -8.922529], [3.056081, -4.348509, -7.520767], [4.031303, -3.707221, -6.867706], [4.838504, -2.956947, -7.359347], [3.956503, -4.041786, -5.575527], [4.947089, -3.424747, -4.751955], [2.190031, -4.653609, -9.343104], [2.835182, -3.022598, -9.108269], [3.941247, -4.404976, -9.402369], [4.842381, -2.342974, -4.774864], [5.949119, -3.722575, -5.067123], [4.790366, -3.766694, -3.731001], [-1.819257, 1.882787, -8.763450], [-1.613859, 1.000272, -7.662084], [-1.179598, 1.604832, -6.546659], [-0.962825, 2.783737, -6.420491], [-1.029908, 0.671798, -5.601077], [-0.567320, 1.176902, -4.345398], [-2.168146, 1.285053, -9.604383], [-2.582272, 2.625255, -8.525213], [-0.884655, 2.368861, -9.047243], [-1.278899, 1.889896, -3.932597], [0.417272, 1.633934, -4.453466], [-0.483753, 0.336252, -3.659120], [-1.997263, 7.843171, 11.250222], [-2.518354, 7.290999, 10.042053], [-3.830749, 7.497612, 9.864725], [-4.561709, 8.087521, 10.617925], [-4.185827, 6.933097, 8.703694], [-5.569097, 7.073145, 8.378649], [-0.932984, 7.614886, 11.284975], [-2.120346, 8.926984, 11.262895], [-2.477737, 7.391065, 12.118991], [-5.836190, 8.125902, 8.276095], [-6.192478, 6.589018, 9.131540], [-5.737416, 6.578999, 7.422358], [6.914969, -0.861169, -7.923113], [7.507880, -0.388872, -9.136768], [8.221225, -1.308788, -9.793996], [8.391947, -2.451476, -9.452404], [8.715361, -0.737083, -10.902544], [9.504640, -1.609873, -11.708056], [6.364210, -0.032404, -7.479170], [6.215734, -1.671119, -8.124087], [7.684673, -1.182058, -7.218653], [8.908308, -2.452023, -12.062167], [10.376669, -1.961577, -11.154745], [9.848227, -1.041420, -12.571231], [-6.209541, -0.680056, 1.318817], [-6.694518, -1.443607, 2.425874], [-6.901451, -2.736730, 2.148834], [-6.717035, -3.271222, 1.086063], [-7.347276, -3.333997, 3.263726], [-7.610106, -4.728855, 3.115416], [-6.077612, 0.348576, 1.654494], [-5.247105, -1.059314, 0.983457], [-6.931216, -0.686065, 0.501248], [-6.699093, -5.266378, 2.848107], [-8.388852, -4.896925, 2.370202], [-7.963132, -5.101839, 4.075737], [-1.920201, -7.978069, 4.655757], [-2.817390, -6.973219, 5.127721], [-2.642067, -5.771966, 4.564018], [-1.819940, -5.495332, 3.727537], [-3.540662, -4.930092, 5.091921], [-3.466319, -3.602854, 4.576704], [-2.155531, -8.902828, 5.180374], [-2.054264, -8.142267, 3.585701], [-0.887091, -7.706678, 4.877140], [-3.661196, -3.595930, 3.502499], [-2.493612, -3.158643, 4.795414], [-4.234509, -3.009144, 5.070227]], "forces_ev_per_angstrom": [[0.637, -0.426, 1.155], [0.186, 0.524, -2.241], [0.243, -0.634, 1.706], [-0.062, 0.200, 0.938], [0.038, 0.112, -0.919], [0.800, 0.459, 0.357], [-0.184, 1.133, -1.514], [-0.643, 0.065, 0.339], [-0.074, -2.156, -0.279], [1.981, 0.223, -0.281], [-0.591, 1.826, 0.501], [-0.451, 0.069, 1.512], [-0.781, -0.609, -0.853], [-0.459, 1.069, 0.759], [0.390, -0.503, 0.892], [1.193, -1.093, -0.940], [-2.124, -0.853, -0.233], [0.049, 0.652, -0.293], [-0.170, -0.336, 0.282], [0.950, 0.640, 0.457], [-0.624, 0.237, -0.454], [0.277, -0.306, 0.448], [-0.541, 0.158, -0.588], [-0.138, -0.151, 0.307], [-0.383, 0.052, -0.334], [2.192, 0.667, -0.809], [-0.599, -1.175, 0.988], [-0.912, 0.175, 0.933], [-1.233, 0.086, -1.212], [0.490, -0.188, -0.593], [0.538, 0.474, 1.201], [-1.044, 0.632, -1.091], [0.866, 0.776, 0.201], [0.586, -0.047, 0.894], [-0.345, -1.235, -0.013], [-0.973, -0.549, 0.696], [-0.783, -0.179, -0.969], [0.107, 0.692, -0.924], [0.330, -0.952, -0.747], [-0.561, 0.552, 0.566], [0.000, 0.657, 1.114], [0.182, -0.915, -0.830], [0.657, 0.596, -0.626], [-0.084, -0.277, 0.840], [0.427, 0.287, -0.369], [0.948, 0.283, -0.753], [0.742, -0.183, 0.985], [-1.171, -0.417, -0.276], [0.538, 0.839, -0.542], [0.641, -0.741, 0.839], [0.454, 0.898, 0.171], [-1.105, -0.071, -0.167], [-1.057, 0.734, -0.059], [-0.313, -0.949, 0.443], [0.112, 0.439, -1.177], [0.658, -0.183, 1.124], [1.014, 0.394, -0.347], [-0.482, -0.952, 0.417], [0.231, 0.173, 0.377], [-0.289, -0.034, -0.161], [0.135, -0.059, -0.035], [0.168, -0.105, -0.170], [0.132, 0.046, 0.120], [-0.391, -0.010, -0.133], [-0.112, -0.106, -0.247], [-0.128, -0.099, 0.082], [-0.082, 0.150, -0.073], [0.007, -0.068, 0.161], [0.055, 0.162, 0.030], [0.271, -0.020, 0.063], [-0.075, 0.017, -0.408], [0.187, 0.109, 0.170], [-0.203, -0.210, 0.129], [-0.376, -0.306, 0.205], [-0.001, 0.001, -0.322], [0.179, -0.110, 0.035], [0.013, -0.043, 0.279], [0.160, -0.051, 0.029], [0.000, 0.162, 0.075], [-0.001, -0.162, -0.282], [-0.056, 0.131, -0.074], [-0.224, -0.118, -0.195], [-0.072, 0.155, -0.317], [0.062, 0.036, 0.174], [0.011, -0.201, 0.125], [-0.067, -0.207, -0.077], [-0.042, 0.099, -0.337], [0.081, 0.051, 0.256], [0.041, -0.164, 0.217], [0.169, 0.042, 0.042], [-0.099, 0.083, 0.126], [0.125, 0.019, -0.152], [-0.137, 0.103, 0.012], [-0.101, -0.075, -0.248], [0.213, 0.118, 0.303], [-0.192, -0.022, -0.114], [0.028, -0.063, -0.103], [0.164, -0.114, -0.137], [0.212, 0.049, 0.176], [-0.438, -0.017, -0.232], [-0.109, -0.104, -0.234], [-0.138, -0.099, 0.061], [-0.082, 0.144, -0.074], [0.010, -0.063, 0.187], [0.059, 0.170, 0.036], [0.281, -0.064, 0.078], [-0.267, -0.162, 0.259], [0.283, -0.022, -0.240], [-0.150, 0.168, 0.113], [0.028, 0.209, -0.123], [-0.084, -0.020, 0.140], [0.200, -0.149, -0.243], [0.127, 0.113, -0.254], [0.342, 0.132, 0.029], [-0.025, -0.101, -0.126], [0.084, -0.024, 0.159], [-0.150, -0.101, 0.015], [-0.153, 0.163, 0.159], [0.102, 0.202, -0.203], [-0.118, -0.194, 0.164], [-0.019, 0.082, 0.077], [-0.029, 0.070, 0.237], [0.093, 0.182, -0.105], [-0.098, -0.380, 0.043], [-0.077, -0.147, 0.251], [-0.273, -0.109, -0.141], [0.165, -0.157, -0.026], [-0.094, 0.065, -0.132], [0.173, 0.015, -0.063], [0.062, 0.271, 0.022], [0.217, -0.342, -0.081], [-0.044, 0.265, -0.054], [-0.083, -0.068, 0.096], [-0.166, -0.027, 0.150], [0.125, -0.209, -0.055], [-0.073, 0.440, -0.081], [-0.173, 0.205, 0.087], [0.110, 0.133, 0.050], [-0.073, 0.065, -0.151], [0.149, -0.031, 0.036], [0.003, -0.107, -0.150], [-0.031, -0.277, 0.086]]}